Here is a structure of composition C17H41BeCl2N2O3SSi from the Open Molecules 2025 dataset. Energies are from ωB97M-V/def2-TZVPD.

```
68
Properties=species:S:1:pos:R:3:forces:R:3
Be 1.373 1.716 0.773 -0.08 -0.04 0.00
N 1.208 1.760 2.518 0.04 -0.02 -0.07
C 2.326 2.355 3.307 -0.01 -0.06 0.02
C 2.464 3.855 3.072 -0.06 0.05 0.01
C 3.414 4.280 1.953 0.02 0.00 -0.01
C 2.879 4.145 0.540 -0.01 -0.04 -0.03
N 2.641 2.724 0.155 0.06 -0.01 0.11
H 0.335 2.166 2.850 -0.01 0.01 -0.01
H 1.143 0.765 2.735 -0.04 0.00 0.03
H 3.238 1.822 3.031 0.01 0.02 0.01
H 2.147 2.155 4.363 -0.01 -0.01 0.00
H 2.810 4.307 4.001 0.05 -0.03 0.00
H 1.471 4.284 2.893 0.01 0.02 0.03
H 4.363 3.741 2.043 -0.01 -0.01 0.02
H 3.659 5.334 2.095 0.00 0.00 -0.02
H 3.589 4.580 -0.164 -0.01 0.04 0.00
H 1.937 4.680 0.435 -0.02 -0.01 0.00
H 3.490 2.186 0.339 0.02 0.01 -0.04
H 2.536 2.650 -0.857 -0.06 0.08 -0.01
C 1.810 -3.451 -1.120 0.01 -0.01 0.00
C 0.692 -3.226 -2.127 -0.02 0.05 -0.01
C -0.417 -4.252 -1.951 -0.01 -0.02 0.01
C 1.236 -3.249 -3.546 0.01 -0.01 -0.01
O 0.114 -1.907 -1.958 0.03 0.01 0.05
Si -0.179 -1.003 -0.646 0.02 -0.20 0.03
S 1.637 -0.098 0.007 -0.12 0.16 -0.14
O -1.238 0.177 -1.073 0.05 -0.07 -0.09
C -2.438 0.017 -1.881 -0.04 -0.01 0.04
C -2.043 0.118 -3.347 0.01 -0.01 -0.01
C -3.359 1.162 -1.488 -0.02 0.08 -0.04
C -3.132 -1.310 -1.595 0.05 -0.02 0.00
O -0.779 -2.004 0.500 -0.05 0.09 -0.04
C -1.183 -1.816 1.862 0.00 -0.01 0.01
C 0.027 -2.058 2.759 0.00 0.01 0.03
C -1.747 -0.413 2.069 0.03 0.01 -0.01
C -2.260 -2.854 2.136 0.01 -0.02 0.01
H 2.273 -4.424 -1.293 -0.01 0.00 0.00
H 1.425 -3.437 -0.098 0.00 0.01 0.00
H 2.578 -2.684 -1.220 0.01 0.01 0.00
H -0.020 -5.261 -2.070 0.00 0.00 -0.01
H -1.196 -4.101 -2.701 -0.01 0.00 0.00
H -0.860 -4.166 -0.958 0.00 0.00 0.01
H 1.676 -4.222 -3.770 -0.01 0.00 0.00
H 2.004 -2.484 -3.668 0.00 0.00 0.00
H 0.436 -3.058 -4.261 0.00 0.01 0.00
H -1.613 1.099 -3.562 0.00 -0.01 -0.03
H -2.917 -0.015 -3.986 0.00 0.02 0.01
H -1.308 -0.646 -3.593 0.00 -0.02 0.00
H -2.899 2.126 -1.719 -0.21 -0.22 0.01
H -3.587 1.128 -0.422 0.00 0.00 0.00
H -4.295 1.102 -2.045 0.00 0.00 0.01
H -2.494 -2.156 -1.847 0.01 0.00 0.00
H -4.041 -1.380 -2.194 0.00 0.01 0.00
H -3.408 -1.383 -0.543 0.00 -0.01 0.01
H 0.864 -1.428 2.452 0.00 0.00 0.00
H 0.353 -3.096 2.678 0.02 0.01 -0.02
H -0.219 -1.859 3.804 -0.01 -0.02 0.00
H -1.009 0.343 1.788 0.00 -0.01 0.02
H -2.025 -0.268 3.114 -0.01 0.00 0.00
H -2.627 -0.250 1.448 0.00 -0.01 0.01
H -1.865 -3.854 1.961 -0.01 0.00 -0.01
H -3.115 -2.700 1.478 -0.01 0.01 0.00
H -2.602 -2.791 3.171 0.00 0.00 0.00
Cl 0.400 4.492 -1.923 0.07 0.04 -0.01
C -0.743 3.259 -1.443 0.06 -0.24 -0.06
Cl -0.603 2.808 0.293 0.13 0.28 0.14
H -0.571 2.341 -1.996 -0.01 0.01 0.05
H -1.757 3.623 -1.558 0.14 0.13 0.00
```
Forces are in eV/Å.

Summary:
net charge = +1
LUMO level = -2.346 eV
strongest force on any atom = 0.0065 Eh/bohr
energy relative to the best compared isomer or geometry (same formula, charge and spin) = 12.3 kcal/mol
Kohn-Sham gap = 0.338 Eh

These are the Mulliken partial charges, in e, on atoms 1 to 8:
1 Be -0.20
2 N -0.12
3 C -0.90
4 C -0.50
5 C -0.82
6 C -0.63
7 N -0.22
8 H 0.44